# 1
13 unconnected molecules or ions with the total composition C62H151Cl8N9 at a distorted geometry. Source: the OMol25 dataset; level of theory: the ωB97M-V functional and the def2-TZVPD basis.

Positions of all 230 atoms, in Å:
Cl 9.832 -2.359 18.564
Cl 10.360 -3.194 21.692
Cl 15.545 1.722 24.545
Cl 17.628 -3.274 17.016
Cl 17.431 2.459 20.252
Cl 19.727 -1.171 19.945
Cl 14.813 1.309 27.887
Cl 18.382 -4.615 21.026
N 13.302 0.679 19.906
N 16.111 -10.178 25.879
N 11.650 -0.749 25.496
N 15.864 -6.808 29.901
N 10.467 -7.564 26.891
N 23.111 -3.617 23.568
N 12.466 -7.215 21.260
N 16.085 -2.511 24.023
N 18.943 -2.762 29.204
C 13.458 -0.772 19.909
C 16.252 -9.376 24.711
C 13.939 1.259 21.049
C 16.986 -9.948 27.023
C 14.055 -3.390 22.732
C 9.635 -9.672 25.928
C 25.506 -2.852 23.247
C 12.240 -1.796 27.686
C 16.770 -1.714 23.019
C 11.438 -7.365 22.321
C 24.178 -3.381 22.654
C 15.240 -6.260 28.688
C 18.473 -10.228 26.781
C 9.991 -7.208 21.730
C 17.376 -3.588 18.779
C 15.483 -8.204 30.000
C 10.591 -8.495 25.787
C 14.669 -2.479 23.810
C 13.764 -10.850 25.276
C 21.465 -2.517 29.219
C 16.244 0.520 25.708
C 16.612 -3.839 24.246
C 13.915 -5.555 28.893
C 14.714 -10.332 26.333
C 15.801 -7.926 24.856
C 15.225 0.051 26.696
C 11.006 0.840 20.659
C 11.164 -2.023 24.879
C 11.157 0.356 24.740
C 13.745 -7.074 21.857
C 16.427 -2.678 29.300
C 24.306 -5.756 24.279
C 12.398 -9.661 20.509
C 18.176 -1.412 23.412
C 18.983 -4.073 28.565
C 18.771 1.294 20.308
C 11.533 -0.651 26.968
C 15.961 -8.872 31.334
C 9.673 -2.196 24.831
C 17.251 -6.552 30.188
C 10.515 -3.987 18.978
C 11.686 -5.712 25.703
C 19.402 -4.011 27.124
C 18.324 -0.032 19.970
C 11.768 1.718 25.050
C 14.857 -6.610 20.920
C 11.303 -3.827 20.245
C 21.900 -3.082 23.056
C 17.732 -2.012 28.928
C 18.383 -4.543 19.264
C 18.284 -7.174 29.254
C 11.616 -6.637 26.915
C 15.987 -4.451 25.534
C 11.560 -9.113 28.625
C 21.917 -1.607 23.304
C 13.863 2.792 21.119
C 12.359 -8.148 20.102
C 14.822 -1.270 19.526
C 10.371 -8.200 28.269
C 12.019 1.125 19.568
C 20.050 -1.915 28.909
C 22.979 -5.107 23.858
H 22.619 -1.076 22.651
H 17.826 -0.145 19.016
H 9.200 -6.906 22.432
H 13.165 -1.144 20.942
H 20.400 -3.682 26.996
H 16.262 -0.736 23.020
H 13.973 -4.850 29.697
H 19.356 -5.008 26.726
H 9.952 -10.304 26.755
H 12.777 -1.209 19.185
H 11.658 -2.854 25.404
H 13.669 -6.383 22.742
H 17.296 -9.358 24.572
H 10.990 -0.178 21.039
H 12.033 2.218 19.453
H 11.488 -7.908 19.512
H 16.332 -3.929 18.881
H 24.111 -6.790 24.610
H 12.597 -7.113 27.098
H 11.659 -6.552 23.026
H 14.562 -5.718 20.299
H 13.377 -10.066 20.709
H 14.307 -0.313 26.205
H 9.385 -1.956 25.874
H 17.471 -2.676 19.345
H 20.090 -1.529 27.887
H 16.570 -5.275 25.919
H 16.439 -4.484 23.369
H 16.297 -7.319 24.041
H 18.052 -8.219 29.074
H 9.675 -4.663 19.083
H 14.628 -11.092 27.145
H 19.264 -7.013 29.665
H 14.877 -2.371 19.506
H 17.411 -5.496 30.237
H 17.670 -1.740 27.876
H 22.162 -1.447 24.360
H 10.011 1.145 20.300
H 12.553 -5.064 25.806
H 10.079 0.446 24.806
H 17.079 1.039 26.146
H 26.068 -3.558 23.931
H 15.561 -0.816 27.251
H 18.032 -4.536 28.748
H 21.901 -3.220 21.959
H 11.971 -6.298 24.868
H 11.886 -9.776 27.856
H 24.385 -4.327 22.050
H 19.551 1.622 19.615
H 13.583 0.815 22.013
H 22.551 -5.674 23.023
H 9.386 -3.190 24.490
H 11.180 -4.289 18.175
H 20.906 -1.215 23.159
H 10.038 -6.422 20.969
H 11.644 -8.861 25.727
H 18.333 -6.688 28.272
H 17.014 -8.961 31.350
H 16.667 -10.652 27.795
H 16.147 -3.605 28.766
H 18.940 -2.130 22.984
H 15.040 -0.946 18.514
H 9.589 -10.290 25.016
H 17.455 -6.796 31.246
H 11.755 0.673 18.639
H 12.966 -3.393 22.645
H 21.472 -2.879 30.253
H 18.663 -3.400 26.594
H 15.871 -9.963 23.868
H 12.160 -3.146 20.100
H 10.437 -0.612 27.225
H 9.609 -8.086 21.164
H 22.282 -5.231 24.715
H 14.713 -7.768 24.809
H 25.338 -1.934 23.803
H 25.041 -5.874 23.468
H 18.604 -11.259 26.681
H 19.966 -1.028 29.541
H 8.600 -9.308 26.097
H 14.268 -9.357 26.661
H 15.710 -1.879 29.061
H 21.787 -3.366 28.652
H 18.839 -9.664 25.934
H 14.498 -3.214 21.773
H 15.634 -8.267 32.169
H 14.478 3.198 21.960
H 15.626 -0.950 20.203
H 22.249 -1.770 29.092
H 16.031 -7.448 25.790
H 11.506 -8.332 22.831
H 19.056 -9.966 27.681
H 10.213 -7.326 28.964
H 12.447 -8.562 28.980
H 19.718 -4.656 29.096
H 21.110 -3.715 23.446
H 13.245 -1.913 27.260
H 13.618 -10.200 24.406
H 12.030 -10.284 19.696
H 11.646 -2.708 27.521
H 14.185 -8.057 22.272
H 16.780 -2.121 21.997
H 23.913 -2.613 21.933
H 9.472 -8.839 28.304
H 12.008 0.289 27.273
H 14.043 -11.839 24.914
H 16.330 -2.859 30.366
H 15.997 -5.619 28.230
H 15.945 -8.770 29.193
H 12.206 -1.679 28.777
H 10.406 -7.993 24.823
H 10.752 -5.225 25.515
H 15.760 -6.370 21.470
H 14.292 -4.452 22.937
H 11.734 -4.751 20.610
H 11.369 2.162 25.943
H 11.733 -9.915 21.399
H 15.945 -3.635 26.252
H 26.215 -2.690 22.416
H 11.565 2.512 24.284
H 17.674 -3.672 24.388
H 19.383 -4.163 18.985
H 14.271 -2.744 24.769
H 11.578 -2.033 23.849
H 17.683 -0.381 20.777
H 14.958 -4.801 25.319
H 11.362 0.214 23.694
H 18.398 -0.389 23.017
H 24.652 -5.222 25.141
H 11.260 -9.688 29.498
H 15.005 1.057 20.973
H 11.504 -5.992 27.816
H 16.609 -0.283 25.133
H 15.127 -7.389 20.248
H 12.788 -10.933 25.747
H 15.103 -7.044 27.942
H 14.344 -1.428 23.700
H 18.288 -1.447 24.542
H 12.821 3.021 21.338
H 13.220 -7.885 19.480
H 13.151 -6.265 29.162
H 18.297 -5.509 18.791
H 11.153 1.440 21.590
H 19.199 1.360 21.307
H 14.180 3.337 20.189
H 16.831 -8.952 27.476
H 12.857 1.669 25.167
H 9.167 -1.429 24.253
H 14.408 -8.287 29.869
H 15.545 -9.882 31.468
H 13.633 -5.008 27.940
H 17.823 -1.111 29.500

Output
* molecular weight: 1306.58 u
* energy above the lowest of the compared OMol25 structures with the same formula, charge and spin: 0.0 kJ/mol

# 2
A molecular structure, C22H27NO3P2Sm at a distorted geometry. Source: the OMol25 dataset; level of theory: the ωB97M-V functional and the def2-TZVPD basis.

Positions of all 56 atoms, in Å:
Sm -0.728 -1.348 -1.799
P -1.587 0.443 0.874
P 0.219 -2.371 0.967
O -3.448 -2.614 0.063
O -1.777 2.523 -3.000
O -1.819 0.223 -2.858
N 2.169 1.151 1.359
C 1.679 2.118 -0.829
C 1.677 -1.833 2.117
C 3.044 0.153 -0.683
C -2.941 1.516 0.180
C -0.109 3.817 0.468
C 3.876 -2.038 0.833
C 0.944 -3.929 0.331
C 0.469 4.169 -0.765
C 1.281 3.301 -1.445
C -2.510 -2.156 -0.431
C -0.777 -3.130 2.357
C 4.526 -1.758 -0.359
C -2.198 1.473 -3.324
C 2.356 1.097 -1.467
C 2.808 -1.279 1.290
C 1.429 1.975 0.588
C -3.361 1.250 -4.276
C -2.584 -0.173 2.343
C -0.766 1.826 1.934
C 0.188 2.567 1.053
C 2.720 0.055 0.722
C 4.046 -0.712 -1.181
H -1.898 -0.415 3.188
H -1.524 2.528 2.322
H 0.605 -0.191 -1.822
H -3.136 -1.091 2.050
H 1.625 3.476 -2.470
H 4.403 -0.516 -2.196
H -0.206 1.346 2.730
H 0.244 5.192 -1.215
H -0.281 -4.058 2.718
H -3.418 2.097 0.986
H -0.849 4.465 0.947
H -0.892 -2.423 3.206
H 5.385 -2.308 -0.701
H -4.272 1.010 -3.698
H 2.058 -2.715 2.688
H 1.293 -1.054 2.807
H 2.579 1.145 -2.561
H 0.197 -4.417 -0.305
H -3.313 0.603 2.674
H -1.780 -3.384 1.966
H -3.681 0.848 -0.296
H 1.210 -4.604 1.154
H 4.164 -2.887 1.405
H 1.828 -3.707 -0.268
H -2.507 2.175 -0.586
H -3.514 2.167 -4.843
H -3.148 0.402 -4.939

Output
* molecular weight: 565.77 u
* 2S+1: 6
* energy above the lowest of the compared OMol25 structures with the same formula, charge and spin: 563.2 kJ/mol
* net charge: +1

# 3
9 unconnected molecules or ions with the total composition C27H72O27S9 at a distorted geometry. Source: the OMol25 dataset; level of theory: the ωB97M-V functional and the def2-TZVPD basis.

Positions of all 135 atoms, in Å:
S 34.745 -5.823 -26.929
S 31.914 -22.872 -22.431
S 39.785 -11.270 -17.037
S 41.546 -9.923 -25.791
S 28.106 -12.237 -31.552
S 30.602 -8.753 -18.216
S 27.237 -17.462 -25.793
S 34.189 -11.283 -23.760
S 40.468 -17.266 -21.660
O 29.228 -11.503 -30.488
O 32.143 -9.354 -18.482
O 30.720 -23.597 -22.850
O 30.667 -7.532 -17.388
O 42.893 -10.573 -25.829
O 35.053 -4.515 -27.476
O 33.646 -12.660 -23.124
O 38.753 -10.707 -15.842
O 28.363 -16.677 -24.994
O 34.669 -6.971 -27.825
O 41.051 -10.457 -16.969
O 27.542 -18.901 -25.699
O 29.659 -9.838 -17.923
O 41.227 -9.025 -24.701
O 39.902 -12.730 -16.939
O 35.569 -11.044 -23.378
O 26.986 -16.804 -27.063
O 41.262 -9.223 -27.268
O 26.860 -12.334 -30.821
O 39.399 -16.315 -21.346
O 33.018 -22.877 -23.332
O 28.242 -11.573 -32.886
O 39.785 -18.767 -22.104
O 31.571 -21.350 -21.939
O 41.493 -16.987 -22.658
O 35.827 -6.177 -25.760
O 33.176 -10.258 -23.622
C 33.171 -8.402 -18.776
C 30.196 -8.167 -19.919
C 36.463 -5.051 -25.107
C 39.089 -11.060 -14.505
C 34.603 -13.770 -22.996
C 37.127 -5.528 -23.827
C 29.866 -9.291 -31.197
C 34.151 -11.736 -25.513
C 32.408 -23.581 -20.740
C 28.980 -13.948 -31.586
C 28.098 -14.870 -23.474
C 40.124 -8.359 -27.415
C 33.971 -8.215 -17.533
C 33.226 -5.771 -25.909
C 30.317 -10.727 -31.029
C 38.751 -10.860 -18.508
C 33.889 -15.089 -23.261
C 40.266 -11.301 -25.975
C 41.335 -17.705 -20.112
C 30.201 -21.014 -21.729
C 30.051 -19.870 -20.645
C 38.044 -10.431 -13.540
C 38.879 -19.308 -21.237
C 28.347 -15.260 -24.914
C 38.482 -20.598 -21.995
C 40.822 -7.037 -27.637
C 25.861 -17.071 -24.614
H 37.980 -9.348 -13.639
H 25.756 -15.994 -24.482
H 37.128 -4.657 -25.876
H 40.091 -10.638 -14.426
H 36.363 -5.972 -23.188
H 31.752 -23.130 -19.996
H 41.809 -18.661 -20.334
H 41.311 -6.636 -26.750
H 29.902 -13.972 -32.168
H 37.523 -4.653 -23.313
H 27.707 -14.826 -25.683
H 33.187 -15.151 -22.429
H 31.128 -10.640 -30.306
H 37.875 -6.301 -24.004
H 28.899 -14.487 -22.840
H 34.979 -13.906 -21.982
H 33.633 -5.427 -24.958
H 40.136 -11.725 -24.980
H 29.622 -21.901 -21.473
H 29.382 -7.463 -19.745
H 39.336 -21.086 -22.466
H 29.035 -9.270 -31.902
H 33.417 -7.753 -16.716
H 39.447 -8.688 -28.204
H 32.526 -5.178 -26.497
H 34.525 -15.973 -23.219
H 24.932 -17.462 -25.028
H 30.492 -18.929 -20.974
H 34.313 -9.192 -17.191
H 42.080 -16.958 -19.837
H 38.470 -9.807 -18.491
H 34.829 -7.597 -17.797
H 41.462 -7.075 -28.519
H 27.772 -15.725 -22.882
H 37.837 -11.453 -18.546
H 30.616 -20.119 -19.747
H 28.305 -14.682 -32.027
H 35.769 -4.238 -24.896
H 29.536 -8.866 -30.249
H 33.454 -15.274 -24.243
H 30.611 -8.629 -31.638
H 34.803 -11.011 -26.000
H 32.859 -7.464 -19.234
H 29.368 -14.936 -25.114
H 37.032 -10.807 -13.686
H 32.746 -6.748 -25.858
H 32.242 -24.655 -20.826
H 39.126 -12.141 -14.376
H 38.195 -10.672 -12.487
H 33.454 -23.286 -20.663
H 39.620 -8.332 -26.449
H 35.467 -13.706 -23.658
H 40.544 -17.804 -19.369
H 29.703 -20.622 -22.616
H 29.029 -19.768 -20.280
H 38.022 -21.258 -21.259
H 37.627 -20.476 -22.660
H 38.128 -18.545 -21.034
H 40.081 -6.252 -27.789
H 30.727 -11.249 -31.893
H 31.014 -7.555 -20.300
H 29.731 -8.907 -20.570
H 34.542 -12.736 -25.696
H 40.688 -12.056 -26.638
H 33.730 -8.944 -19.539
H 29.189 -14.295 -30.575
H 26.072 -17.560 -23.663
H 39.395 -10.800 -26.398
H 27.212 -14.238 -23.427
H 39.356 -11.101 -19.382
H 33.125 -11.551 -25.830
H 39.397 -19.681 -20.353

Output
* molecular weight: 1117.45 u
* energy above the lowest of the compared OMol25 structures with the same formula, charge and spin: 617.1 kJ/mol
* structure (SMILES): CCOS(C)(=O)=O.CCOS(C)(=O)=O.CCOS(C)(=O)=O.CCOS(C)(=O)=O.CCOS(C)(=O)=O.CCOS(C)(=O)=O.CCOS(C)(=O)=O.CCOS(C)(=O)=O.CCOS(C)(=O)=O

- energy above the lowest of the compared OMol25 structures with the same formula, charge and spin of number 2 (C22H27NO3P2Sm)?
  563.2 kJ/mol

- Among the records above, which one has the highest molecular weight?
  C62H151Cl8N9

- The lowest energy above the lowest of the compared OMol25 structures with the same formula, charge and spin belongs to which entry?
  C62H151Cl8N9

- Among the records above, which one has the lowest molecular weight?
  C22H27NO3P2Sm